Entry 1:
Molecular formula: C7H16N3
Method: DFT, wB97M-V/def2-TZVPD

HOMO energy   -12.378 eV
Frontier orbital gap   8.19 eV
Energy   -440.270861 Ha
Total charge   +1
Relative energy (zero: lowest compared OMol25 entry of this formula, charge and spin)   291.2 kJ/mol

The geometry in XYZ format:
```
26
Properties=species:S:1:pos:R:3:forces:R:3:lowdin_charge:R:1
C -2.42997 -0.30231 0.52163 0.2 0.0 -0.8 -0.40
C -3.51841 -0.71136 -0.34223 -0.5 0.0 0.3 -0.06
C -2.12730 -0.43935 -0.91738 0.4 -0.1 -0.2 -0.10
C 0.37273 2.31140 -0.75070 -0.3 0.4 -0.1 0.02
C 1.93989 -2.14869 0.37150 0.0 -0.2 -0.1 -0.09
C 1.72278 0.10851 -0.58437 0.2 -0.3 0.3 -0.14
C 0.97690 1.24036 0.05164 -0.1 0.0 0.6 -0.25
N -2.07522 -0.06596 1.68599 -0.1 0.1 1.4 0.16
N 0.90903 1.19367 1.33905 0.2 0.1 -0.6 0.24
N 2.28305 -0.73430 0.45737 0.4 0.1 -0.2 -0.14
H -3.86699 -1.73152 -0.27541 0.1 -0.1 0.0 0.12
H -4.30955 -0.00746 -0.55570 0.0 0.1 -0.1 0.11
H -2.00698 0.44012 -1.53204 -0.1 0.2 -0.1 0.09
H 0.63312 2.22306 -1.80226 0.0 0.0 0.0 0.10
H -0.71638 2.28695 -0.65359 0.0 -0.1 0.0 0.10
H 0.68469 3.29196 -0.38449 0.1 0.0 0.0 0.12
H 2.37644 -2.65547 1.22728 0.0 -0.1 0.0 0.09
H 0.85782 -2.25328 0.42154 -0.1 -0.1 0.0 0.08
H 2.30274 -2.62671 -0.54354 0.0 0.0 0.0 0.09
H 2.46581 0.51700 -1.28073 -0.1 0.1 0.1 0.15
H 1.00799 -0.45051 -1.20394 0.0 0.1 0.0 0.14
H -1.09176 0.15897 1.83883 -0.2 -0.1 -0.5 0.02
H 1.41057 0.37472 1.73139 0.0 0.1 0.0 0.14
H 0.45501 1.89707 1.90739 0.0 0.0 -0.1 0.16
H -1.54737 -1.28999 -1.24806 0.0 -0.1 0.0 0.09
H 3.29136 -0.62690 0.52081 -0.2 0.1 -0.1 0.13
```
Positions in Å, forces in eV/Å.


Entry 2:
Molecular formula: C3H8N2O2S
Method: DFT, wB97M-V/def2-TZVPD

HOMO energy   -9.579 eV
SMILES string   COCSC(=O)NN
Frontier orbital gap   10.23 eV
Energy   -777.247074 Ha
Relative energy (zero: lowest compared OMol25 entry of this formula, charge and spin)   84.5 kJ/mol

The geometry in XYZ format:
```
16
Properties=species:S:1:pos:R:3:forces:R:3:lowdin_charge:R:1
C 1.89079 0.67095 -0.83362 0.0 0.1 -1.0 -0.13
O 1.50646 0.43868 0.49200 -0.2 0.6 0.2 -0.25
C 1.32660 -0.88795 0.83462 1.1 -0.7 -1.1 -0.52
S 0.17706 -1.88715 -0.17850 -0.6 0.7 0.2 0.97
C -1.38271 -0.93285 -0.08923 -1.0 -0.7 0.7 -0.74
O -2.44500 -1.52204 -0.23506 1.2 0.5 -0.4 -0.02
N -1.32527 0.41653 0.14700 -0.2 -1.1 -0.9 -0.07
N -2.49631 1.16485 0.14183 0.2 0.2 1.1 0.04
H 2.40734 1.63304 -0.87112 -0.2 -0.1 0.0 0.10
H 1.03251 0.65512 -1.52389 0.1 0.2 0.3 0.08
H 2.55508 -0.10575 -1.21185 0.3 -0.1 0.2 0.09
H 1.03589 -0.87207 1.85487 -0.3 -0.3 0.9 0.08
H 2.28867 -1.44502 0.68732 -0.6 0.2 0.4 0.10
H -0.56482 0.82177 0.62041 1.2 0.5 0.2 0.09
H -2.94998 1.04928 -0.74564 -0.4 -0.2 -0.1 0.08
H -3.05631 0.80260 0.91086 -0.5 0.2 -0.5 0.09
```
Positions in Å, forces in eV/Å.


Entry 3:
Molecular formula: C3H5NO2
Method: DFT, wB97M-V/def2-TZVPD

HOMO energy   -10.317 eV
Frontier orbital gap   11.16 eV
Energy   -322.489313 Ha
Relative energy (zero: lowest compared OMol25 entry of this formula, charge and spin)   223.2 kJ/mol

The geometry in XYZ format:
```
11
Properties=species:S:1:pos:R:3:forces:R:3:lowdin_charge:R:1
O 0.46976 -1.33826 -1.22174 -0.2 -0.3 -0.2 0.01
C 0.62491 -0.54925 -0.09881 0.1 -0.2 0.0 -0.35
C 0.54756 0.96048 -0.28202 -0.6 0.3 0.7 0.04
N -0.44648 0.86256 1.10123 0.4 0.0 -0.9 0.13
C -0.66744 -0.40132 0.64320 -0.3 -0.6 -0.1 -0.54
O -1.66494 -1.08046 0.50615 0.3 0.3 0.6 0.09
H -0.47125 -1.59300 -1.15650 0.3 -0.3 -0.4 0.10
H 1.46063 -0.83387 0.55264 -0.1 -0.1 -0.3 0.16
H 1.52255 1.48762 -0.35741 -0.9 0.2 1.1 0.12
H -0.05510 1.20161 -1.16464 -0.1 0.0 0.4 0.12
H -1.32020 1.28388 1.47788 1.1 0.7 -0.9 0.14
```
Positions in Å, forces in eV/Å.


Entry 4:
Molecular formula: C3H7CeO2
Method: DFT, wB97M-V/def2-TZVPD

Multiplicity   2
HOMO energy (alpha / beta)   -18.322 / -18.323 eV
Frontier orbital gap (alpha / beta)   8.06 / 8.21 eV
Energy   -743.316051 Ha
Total charge   +2
Relative energy (zero: lowest compared OMol25 entry of this formula, charge and spin)   194.9 kJ/mol
⟨S²⟩   0.75

The geometry in XYZ format:
```
13
Properties=species:S:1:pos:R:3:forces:R:3:lowdin_charge:R:1
C 0.72238 -1.11821 -0.64080 0.1 -2.6 2.7 -0.05
O 1.49982 0.07894 -0.48677 -1.3 1.1 -0.7 -0.01
C 0.95030 1.21523 -0.18393 0.1 0.2 0.4 -0.19
C -0.27922 1.68880 -0.56157 -0.4 -0.4 0.7 -0.15
H 0.22586 -1.31671 0.49246 2.5 -0.2 -2.7 0.13
H 1.47718 -1.69423 -1.19932 0.8 -1.0 2.0 0.13
H 0.02114 -1.70725 -1.24863 -1.9 2.7 -1.6 0.11
H 1.54942 1.76716 0.54680 0.2 0.2 -0.5 0.17
H -0.79920 1.28339 -1.43517 0.1 0.1 0.0 0.11
H -0.52086 2.69902 -0.21685 0.1 0.1 -0.5 0.09
Ce -1.94344 0.61065 1.16287 0.8 -3.1 1.6 2.00
O -1.33010 -1.31459 2.03322 -1.2 3.9 -1.7 -0.39
H -1.57328 -2.19219 1.73768 0.0 -0.8 0.2 0.04
```
Positions in Å, forces in eV/Å.


Entry 5:
Molecular formula: CH6S2
Method: DFT, wB97M-V/def2-TZVPD

HOMO energy   -9.312 eV
SMILES string   SS.C
Frontier orbital gap   9.42 eV
Energy   -838.045409 Ha
Relative energy (zero: lowest compared OMol25 entry of this formula, charge and spin)   24.4 kJ/mol

The geometry in XYZ format:
```
9
Properties=species:S:1:pos:R:3:forces:R:3:lowdin_charge:R:1
S -0.25025 1.67521 -1.89388 1.0 0.5 -0.5 0.22
S 1.43530 2.58971 -2.84526 -0.9 -0.4 0.3 0.23
H 0.48107 0.60610 -1.57539 -0.2 -0.3 0.1 -0.23
H 2.13168 2.69998 -1.71345 0.2 0.2 0.1 -0.22
C -0.75781 -1.49856 1.63297 -0.2 -0.5 -0.8 -0.05
H -1.05525 -1.20916 0.62410 0.5 0.2 -0.1 0.01
H -0.46146 -0.64000 2.21537 -0.5 0.2 0.3 0.01
H 0.10781 -2.15183 1.61608 0.0 -0.2 -0.3 0.01
H -1.63109 -2.07145 1.93945 0.1 0.2 0.8 0.02
```
Positions in Å, forces in eV/Å.


Entry 6:
Molecular formula: C5H12Br2N2O2
Method: DFT, wB97M-V/def2-TZVPD

HOMO energy (alpha / beta)   -7.735 / -9.026 eV
Frontier orbital gap (alpha / beta)   7.00 / 8.79 eV
Energy   -5605.508797 Ha
Relative energy (zero: lowest compared OMol25 entry of this formula, charge and spin)   0.0 kJ/mol

The geometry in XYZ format:
```
23
Properties=species:S:1:pos:R:3:forces:R:3:lowdin_charge:R:1
C -0.11894 1.26647 1.12293 -0.1 0.1 0.2 -0.08
C 1.30072 0.82288 -0.96761 0.0 0.0 -0.1 -0.06
C -0.41892 -2.70971 0.86766 -0.1 -0.1 0.3 -0.09
C -1.22680 0.26432 -0.91940 -0.1 -0.2 0.1 -0.49
C -0.01509 0.90844 -0.29791 -0.3 1.1 -0.6 -0.27
N -0.50511 3.28294 -1.27271 1.4 -1.2 -0.3 -0.49
N -1.51553 -0.92072 -0.10268 -0.6 -0.5 0.9 -0.44
O -1.12310 -0.00358 -2.27606 0.1 0.0 -0.4 -0.02
O -0.46930 -1.83802 -0.24246 -0.1 0.5 -0.8 -0.24
Br -1.74887 3.90402 -0.14774 -1.0 0.4 0.3 0.63
Br -3.19509 -1.74326 -0.65915 0.4 0.2 0.0 0.70
H 0.85943 1.43026 1.56503 0.1 0.0 0.1 0.09
H -0.70522 2.19207 1.24279 0.1 -0.1 0.0 -0.01
H -0.67468 0.51197 1.68143 0.1 -0.1 0.1 0.08
H 1.80380 -0.10921 -0.68184 0.0 0.0 0.0 0.09
H 1.92868 1.65501 -0.65573 0.0 0.0 0.0 0.09
H 1.19848 0.84320 -2.05307 0.1 0.0 0.1 0.08
H -0.24015 -2.15833 1.79403 0.0 0.0 -0.1 0.09
H 0.40485 -3.38984 0.66617 0.0 0.0 0.0 0.09
H -1.35335 -3.27172 0.95379 0.1 0.0 0.0 0.06
H -2.11006 0.90521 -0.78586 0.2 -0.1 0.0 0.13
H -0.97639 2.91498 -2.10347 -0.3 0.0 0.2 -0.04
H -0.45834 -0.69208 -2.40908 0.0 0.0 0.0 0.10
```
Positions in Å, forces in eV/Å.


Entry 7:
Molecular formula: C3H10N2O4PS
Method: DFT, wB97M-V/def2-TZVPD

HOMO energy (alpha / beta)   -12.995 / -13.059 eV
Frontier orbital gap (alpha / beta)   5.58 / 5.63 eV
Energy   -1269.799375 Ha
Total charge   +1
Relative energy (zero: lowest compared OMol25 entry of this formula, charge and spin)   365.0 kJ/mol

The geometry in XYZ format:
```
21
Properties=species:S:1:pos:R:3:forces:R:3:lowdin_charge:R:1
C -0.07644 -2.07120 -1.97578 1.0 -1.1 2.7 -0.03
C -0.04158 2.37334 0.68858 0.1 -2.3 -1.3 -0.06
C 1.21698 1.51956 0.81265 -3.0 0.1 -2.6 -0.15
N -0.94302 0.88565 -0.94773 1.9 -0.4 2.5 0.01
N 0.43543 -0.89785 -1.27033 1.0 -1.4 1.9 -0.28
O 0.19765 0.33551 -1.73126 -1.1 1.4 -0.7 -0.06
O 1.10493 -2.23203 0.80372 -1.9 -0.3 -1.6 -0.11
O -0.67566 2.17109 -0.63115 0.0 0.3 0.7 -0.07
O 1.16173 0.14947 1.12459 -1.1 -1.0 -0.3 -0.20
P 0.25444 -0.94035 0.44476 -0.2 -0.1 0.4 0.89
S -2.06564 -0.59494 2.74730 1.3 0.0 -1.2 0.41
H 0.30928 -2.95510 -1.39504 0.0 0.8 -0.5 0.11
H 0.29159 -2.19192 -2.94380 0.4 0.3 -1.6 0.09
H -1.10195 -2.14718 -1.82511 -2.1 0.0 -0.7 0.07
H 0.30672 3.33885 0.53614 0.7 1.9 0.1 0.12
H -0.70541 2.35305 1.52248 -0.9 -0.4 0.3 0.12
H 1.78131 1.86070 1.53858 2.9 2.2 3.5 0.10
H 1.65610 1.65710 -0.13264 1.2 -0.1 -1.1 0.13
H -1.72707 0.93693 -1.51753 -1.7 0.0 -1.9 0.13
H -3.02609 -1.52593 2.61913 0.1 -0.1 -0.3 -0.26
H 1.64670 -2.02474 1.53243 1.4 0.1 1.8 0.07
```
Positions in Å, forces in eV/Å.


Entry 8:
Molecular formula: C3H9NO2
Method: DFT, wB97M-V/def2-TZVPD

HOMO energy   -9.555 eV
SMILES string   CC(N)=O.CO
Frontier orbital gap   10.28 eV
Energy   -324.901483 Ha
Relative energy (zero: lowest compared OMol25 entry of this formula, charge and spin)   186.8 kJ/mol

The geometry in XYZ format:
```
15
Properties=species:S:1:pos:R:3:forces:R:3:lowdin_charge:R:1
C -1.98986 -0.39765 -0.01498 2.4 0.3 -0.6 0.01
C -1.17318 0.91997 0.08047 0.4 0.9 0.7 -0.51
N -0.08838 1.01326 0.99076 -4.1 1.2 -2.5 0.17
O -1.47925 1.94066 -0.47954 -0.6 0.3 -0.7 0.04
H -1.24714 -1.18335 -0.11836 0.1 -0.5 1.1 0.07
H -2.56858 -0.65428 -0.87827 -0.4 1.2 -0.9 0.07
H -2.64763 -0.43187 0.80525 -0.4 -0.5 1.4 0.06
H 0.33662 1.90000 1.08183 0.5 0.5 0.0 0.09
H 0.28031 0.20929 1.27816 2.1 -3.4 1.7 0.00
C 2.21624 -1.73999 0.26125 1.0 -0.3 -0.7 -0.15
O 1.81902 -1.09365 -0.93741 -0.6 -0.7 -0.9 -0.13
H 1.58301 -1.20934 0.91687 0.2 0.3 2.0 0.03
H 3.31932 -1.65483 0.38397 -0.8 0.2 0.5 0.10
H 1.97955 -2.81826 0.40124 -0.1 0.5 -0.9 0.09
H 2.54573 -0.72021 -1.43086 0.3 -0.2 0.0 0.07
```
Positions in Å, forces in eV/Å.


Entry 9:
Molecular formula: C31H43N3O8
Method: DFT, wB97M-V/def2-TZVPD

HOMO energy   -8.907 eV
Frontier orbital gap   6.69 eV
Energy   -1971.998470 Ha
Relative energy (zero: lowest compared OMol25 entry of this formula, charge and spin)   2004.1 kJ/mol

The geometry in XYZ format:
```
85
Properties=species:S:1:pos:R:3:forces:R:3:lowdin_charge:R:1
C -0.75569 -0.21559 5.87551 0.8 5.8 -1.3 -0.07
C -0.72990 -1.43978 5.50105 -1.0 -5.4 3.0 -0.20
C -0.10291 -2.12157 4.21220 0.3 5.2 5.0 -0.14
N 0.81810 -1.18847 3.68163 -1.2 -0.5 -1.0 0.11
C 1.16150 -0.99701 2.41479 -5.5 -7.7 2.5 -0.18
C 2.28154 -0.57432 2.09313 8.0 5.6 -1.0 -0.22
C 2.68463 -0.81075 0.83546 9.8 2.5 -7.5 -0.10
O 3.99631 -0.25080 0.22532 -6.4 -2.5 3.5 -0.15
C 2.09669 -1.55240 -0.26647 -5.9 -3.2 -0.4 -0.05
C 0.73099 -1.99810 0.07115 7.5 1.2 -0.7 0.10
C 0.40336 -1.91075 1.40564 -1.3 4.8 1.2 -0.28
O -0.77306 -1.87998 1.69777 -2.6 -1.6 0.5 0.08
H 0.03874 -2.33281 -0.58235 -1.9 -1.2 -1.9 0.07
N 2.66978 -1.88956 -1.49134 6.0 6.7 5.6 0.17
C 2.36343 -2.34465 -2.65721 -14.9 0.5 5.5 -0.56
O 3.09320 -2.81412 -3.31037 9.8 -5.2 -10.0 0.24
C 0.68896 -2.65188 -2.83146 9.6 -5.8 1.6 -0.24
C -0.07731 -1.74338 -3.04519 9.4 12.1 3.1 -0.08
C 0.44079 -0.35540 -3.33678 -1.3 -1.4 2.9 0.03
C -0.46821 0.59319 -3.32478 3.4 3.8 -1.9 -0.02
C -1.86160 0.74323 -3.46536 -1.6 -10.7 5.2 -0.58
O -2.28962 1.31014 -4.44554 -1.6 8.5 -11.2 -0.04
C -3.53616 1.08960 -5.11321 5.6 -2.2 -0.1 0.05
H -3.73722 1.69178 -5.87631 0.9 3.0 -3.8 0.07
H -4.12336 1.48621 -4.50761 -6.4 1.9 5.8 0.02
H -3.67442 0.14951 -5.49532 -0.3 -2.8 0.0 0.10
H -2.41789 -0.22728 -3.62240 1.3 -1.4 0.9 0.17
C -2.46303 1.00907 -2.20765 -6.8 5.6 5.7 -0.21
C -2.15246 2.35743 -1.44564 -2.3 -0.7 -11.5 -0.09
C -1.72351 2.64039 -0.33618 1.6 -12.0 3.2 -0.11
C -1.41775 1.71955 0.78693 -4.8 9.3 4.7 -0.17
H -1.20328 0.85158 0.52249 2.2 -7.6 -2.2 0.04
C -2.88320 1.69768 1.51435 0.6 1.5 0.6 0.00
H -2.92551 1.23819 2.50443 0.3 -0.6 -0.4 0.05
H -3.20860 2.79529 1.87028 0.5 -2.1 -1.7 0.13
H -3.53743 1.16827 0.78887 0.0 0.8 0.7 0.08
C -0.32946 2.33202 1.75509 -10.0 -11.8 0.0 -0.05
O -0.65084 1.23129 3.08927 1.7 15.5 3.5 -0.02
H -0.66885 0.48830 2.77472 -0.6 -12.9 -5.8 -0.13
H -0.51473 3.09366 2.22871 -1.8 8.4 4.4 0.09
C 0.80331 2.03789 1.19964 12.7 -1.9 -0.7 -0.37
H 1.08634 0.85281 1.02223 -1.4 3.5 -0.4 0.21
O 1.01227 2.99099 0.19719 -1.8 0.6 -2.0 -0.14
C 1.72336 2.60658 -0.88155 3.3 -2.1 -4.2 -0.15
H 2.98762 2.39453 -0.62210 -3.7 0.6 -0.8 0.15
H 1.32189 1.63976 -1.50927 0.8 1.7 2.2 0.10
H 1.63500 3.34360 -1.77062 0.3 -0.5 2.0 0.10
C 1.94946 2.56993 2.09491 6.9 -5.8 0.2 -0.01
H 3.14217 2.63642 1.46816 -3.8 0.0 1.2 0.20
H 1.94257 3.41030 2.66781 -1.3 3.0 0.7 0.06
C 2.50511 1.58012 3.28443 -4.8 1.1 1.6 -0.43
C 3.40763 2.33293 4.26945 -2.6 1.6 -0.6 -0.08
H 4.30841 2.64747 3.61760 -1.0 -0.3 1.9 0.12
H 2.71909 3.20034 4.68080 2.0 -1.1 -0.9 0.11
H 3.43686 1.65274 5.12328 1.4 0.2 0.0 0.07
H 1.44109 1.11725 3.83870 2.9 2.1 -1.1 0.16
C 3.17912 0.37315 2.92807 2.0 -5.2 -0.4 -0.15
H 3.47612 -0.31457 3.89290 -0.5 1.8 -1.9 0.18
H 4.12221 0.46370 2.31978 -0.8 0.2 0.7 0.13
H -1.64769 3.48608 -0.15265 1.5 14.0 3.3 0.02
C -2.31382 3.66814 -2.58384 0.7 -3.7 3.8 0.06
H -1.86589 3.31116 -3.48147 1.1 0.6 -0.5 0.04
H -3.32832 3.72319 -2.80594 -2.0 0.6 -0.1 0.03
H -1.93660 4.42460 -1.91290 0.3 0.8 -1.0 0.07
H -3.76798 1.22326 -2.27397 3.6 -0.6 -0.9 0.24
O -2.46111 0.03084 -1.21907 0.3 -2.1 0.7 0.01
C -3.36021 -0.98926 -1.26743 1.4 -4.0 0.0 -0.53
O -4.20561 -1.21461 -2.12486 0.9 1.3 1.6 0.06
N -2.96600 -2.01339 -0.29815 -12.4 -1.9 -7.3 0.16
H -3.81909 -3.10130 -0.30405 3.9 4.9 0.0 0.29
H -2.24663 -2.05322 0.20963 7.1 0.0 5.2 -0.10
H -0.12657 1.64515 -3.47288 0.6 -0.5 0.4 0.14
H 1.47912 -0.10404 -3.05929 -0.5 -0.2 -0.8 0.12
H -0.77953 -2.00512 -3.44418 -15.1 -4.1 -7.0 0.01
C 0.36487 -4.05338 -2.93873 7.2 -3.5 1.0 -0.03
H -0.55867 -4.24423 -3.26319 -3.7 -1.0 -0.9 0.03
H 1.18282 -4.67667 -3.66310 -2.2 2.1 1.2 0.16
H 0.73781 -4.64056 -2.00492 -1.5 0.9 -1.0 0.12
H 3.67020 -1.35328 -1.69958 -2.7 -1.6 1.9 0.24
H 1.39480 -0.82915 4.38858 1.0 0.8 0.8 0.12
H -0.94525 -2.35124 3.79982 -4.3 -1.1 -3.9 0.05
H 0.26130 -2.95476 4.60812 2.5 -3.7 1.2 0.08
H -1.20344 -2.26693 6.45930 1.4 2.1 -3.4 0.18
H -1.26384 0.21475 6.84272 1.3 -1.0 -2.2 0.09
H -0.25233 0.60390 4.93547 -1.8 -2.1 3.4 0.14
```
Positions in Å, forces in eV/Å.


Entry 10:
Molecular formula: C4H8N4
Method: DFT, wB97M-V/def2-TZVPD

HOMO energy   -7.284 eV
Frontier orbital gap   7.55 eV
Energy   -375.934977 Ha
Relative energy (zero: lowest compared OMol25 entry of this formula, charge and spin)   823.1 kJ/mol

The geometry in XYZ format:
```
16
Properties=species:S:1:pos:R:3:forces:R:3:lowdin_charge:R:1
C 0.94668 0.46273 0.05415 -0.4 -2.5 1.0 -0.12
C -0.73355 -1.39983 -0.21591 -4.7 -1.2 1.8 -0.05
C -2.13469 -1.81315 0.13157 6.6 5.0 -2.5 0.04
C -1.35659 2.15557 -0.12979 3.2 -4.0 1.6 -0.02
H 3.48768 -1.01830 0.00447 4.4 -4.3 1.5 -0.02
H 3.67232 0.95377 0.28950 -2.2 -4.7 -1.2 0.24
H 0.83998 1.53806 0.46039 1.7 -1.8 -1.0 0.10
H 0.03920 -2.22114 -0.41274 -1.1 1.9 0.7 0.11
H -2.25789 -2.77880 0.15980 -0.3 -5.4 0.1 -0.05
H -3.06595 -1.32846 -0.02491 -0.1 1.4 0.5 0.02
H -2.30141 2.64118 -0.05169 -0.3 0.5 0.0 0.02
H -0.25098 2.77169 0.10501 -3.7 -1.6 -1.1 0.11
N 3.11472 -0.20073 -0.16833 0.1 7.6 0.1 -0.06
N 1.84006 -0.54176 0.03118 -3.2 5.2 -0.6 -0.07
N -0.37042 0.00859 -0.14656 -0.7 -2.1 -0.1 -0.22
N -1.46917 0.77058 -0.08616 0.8 6.1 -0.7 -0.01
```
Positions in Å, forces in eV/Å.